ORCA calculation (ωB97M-V/def2-TZVPD) on the molecule C20H22N2O5.

```
49
Properties=species:S:1:pos:R:3:forces:R:3:mulliken_charge:R:1
C -0.89511 -2.69108 2.27457 0.039 0.004 0.021 -0.552
O -2.12593 -2.28122 1.72686 -0.257 0.098 0.114 -0.349
C -2.29198 -2.59614 0.35472 -0.095 0.041 -0.192 -1.292
C -1.64483 -1.57576 -0.55286 -0.399 -0.060 0.188 0.449
C -0.29818 -1.64961 -0.85916 0.014 0.232 -0.230 -0.432
C 0.33523 -0.64668 -1.59194 -0.432 0.267 -0.039 0.279
C 1.79911 -0.61479 -1.81739 0.159 -0.226 0.009 0.934
C 2.55399 -1.90332 -1.63850 0.186 0.086 -0.035 -1.633
O 2.36520 0.41999 -2.10875 0.019 0.016 -0.081 -0.625
C -0.44100 0.39541 -2.09400 0.193 -0.218 0.086 -1.100
C -1.79476 0.46250 -1.84075 -0.380 -0.088 -0.017 -0.392
C -2.39952 -0.48663 -1.02054 0.495 -0.204 -0.146 0.812
O -3.70064 -0.41702 -0.60245 0.034 -0.271 0.009 -0.527
C -4.33487 0.84935 -0.59984 -0.083 0.266 -0.156 -0.438
C -3.40700 1.93931 -0.03651 -0.392 -0.249 0.010 0.294
O -3.36831 3.05376 -0.50202 0.042 0.052 -0.128 -0.595
N -2.62218 1.47802 0.97889 -0.157 -0.106 0.557 -0.132
C -1.24057 1.71675 1.08225 0.318 0.103 0.020 -0.390
C -0.59809 2.73011 0.38026 -0.110 0.083 0.045 -0.887
C 0.77880 2.72669 0.28929 0.160 -0.235 0.159 -0.430
C 1.53230 1.72711 0.89935 -0.401 -0.038 0.044 0.399
N 2.90722 1.67519 0.65000 0.168 0.411 0.018 -0.078
C 3.69127 0.55930 0.67222 0.421 0.351 -0.179 0.832
C 5.05006 0.79398 0.05370 -0.014 -0.212 0.031 -1.440
O 3.34489 -0.50953 1.12915 -0.106 -0.289 0.109 -0.631
C 0.89151 0.79859 1.71447 0.117 -0.002 0.039 -0.334
C -0.48482 0.79484 1.79833 -0.102 0.275 -0.100 -0.182
H -0.94814 -2.47432 3.34043 0.097 -0.022 -0.005 0.244
H -0.74460 -3.76853 2.13512 0.016 0.027 0.001 0.368
H -0.04913 -2.15123 1.83701 0.030 -0.004 0.029 0.121
H -3.37109 -2.60285 0.18689 0.178 -0.121 -0.012 0.368
H -1.88753 -3.59642 0.14814 -0.033 0.067 0.017 0.512
H 0.27277 -2.48429 -0.48356 0.067 -0.137 0.049 0.611
H 1.99884 -2.75392 -2.02198 -0.046 -0.099 -0.028 0.450
H 3.51779 -1.83030 -2.13642 0.013 0.029 -0.010 0.403
H 2.73567 -2.03749 -0.57163 -0.008 -0.087 0.057 0.294
H 0.03838 1.15946 -2.68655 0.049 0.086 -0.026 0.451
H -2.36700 1.27817 -2.25295 -0.076 0.108 -0.028 0.412
H -5.22288 0.72783 0.02704 0.080 0.059 -0.084 0.418
H -4.65354 1.15054 -1.60475 0.107 0.028 0.170 0.339
H -2.88476 0.57356 1.35821 0.026 0.111 -0.233 0.331
H -1.17625 3.47993 -0.13373 -0.021 0.043 -0.019 0.503
H 1.27404 3.48470 -0.29983 0.054 0.081 -0.107 0.324
H 3.26117 2.45526 0.11312 0.031 -0.199 0.081 0.228
H 5.50842 1.69689 0.44957 0.057 0.087 0.008 0.403
H 4.92340 0.90159 -1.02241 0.007 0.030 -0.098 0.293
H 5.69169 -0.05953 0.25221 -0.016 -0.001 0.031 0.368
H 1.46979 0.05703 2.23856 0.010 -0.031 0.014 0.452
H -0.98881 0.04480 2.38814 -0.060 -0.144 0.037 0.548
```
Forces are in eV/Å.

Output
Electronic energy, Eh: -1261.06507
Relative energy (zero: lowest compared OMol25 entry of this formula, charge and spin), kJ/mol: 193.5
LUMO energy, eV: 0.459
Gap between HOMO and LUMO, eV: 8.40
SMILES: COCc1cc(C(C)=O)ccc1OCC(=O)Nc1ccc(NC(C)=O)cc1
HOMO, eV: -7.942